(1)
A cluster of 2 separate species, C2H6NO3 in total. Source: the Open Molecules 2025 dataset; level of theory: wB97M-V/def2-TZVPD.

HOMO level = -4.5 eV
Gap between HOMO and LUMO = 0.3179 Ha
Net charge = -1
Strongest force on any atom = 5.63 eV/Å
Electronic energy = -360.3177 hartree

Each atom is followed by the atoms it is bonded to, with distances in Å.
Positions of all 12 atoms, in Å:
1 O -0.958 -2.220 -0.564  C2 1.349
2 C -0.756 -1.027 0.033  O1 1.349, O3 1.320, C4 1.529
3 O -0.365 -0.539 1.196  C2 1.320
4 C -1.106 0.121 -0.914  C2 1.529, N5 1.538, H6 1.186, H7 1.082
5 N -0.246 1.386 -0.757  C4 1.538, H8 0.994, H9 0.981
6 H -2.277 0.314 -0.904  C4 1.186
7 H -0.910 -0.323 -1.881  C4 1.082
8 H -0.438 1.748 0.149  N5 0.994
9 H 0.666 1.118 -0.515  N5 0.981
10 H 2.792 -0.176 0.997  O12 0.966
11 H 1.344 -0.311 1.367  O12 1.028
12 O 2.253 -0.091 1.795  H10 0.966, H11 1.028

Atomic partial charges in e from the natural (NBO) method, atoms 1 to 2: -0.77 0.75

=====

(2)
A cluster of 2 separate species, C2H6NO3 in total. Source: the Open Molecules 2025 dataset; level of theory: wB97M-V/def2-TZVPD.

HOMO level = -4.4 eV
Gap between HOMO and LUMO = 0.3167 Ha
Net charge = -1
Strongest force on any atom = 0.84 eV/Å
Electronic energy = -360.3639 hartree

Each atom is followed by the atoms it is bonded to, with distances in Å.
Positions of all 12 atoms, in Å:
1 O 0.562 -1.156 -1.726  C2 1.242
2 C 0.457 -0.332 -0.803  O1 1.242, O3 1.260, C4 1.548
3 O 0.866 0.860 -0.794  C2 1.260
4 C -0.153 -0.819 0.534  C2 1.548, N5 1.458, H6 1.087, H7 1.091
5 N -0.845 -2.101 0.483  C4 1.458, H8 1.016, H9 1.015
6 H -0.795 -0.020 0.894  C4 1.087
7 H 0.673 -0.870 1.245  C4 1.091
8 H -1.523 -2.016 -0.268  N5 1.016
9 H -0.175 -2.754 0.088  N5 1.015
10 H -0.147 3.675 -0.092  O12 0.972
11 H 0.624 2.354 -0.048  O12 0.998
12 O 0.455 3.179 0.488  H10 0.972, H11 0.998

Atomic partial charges in e from the natural (NBO) method, atoms 1 to 2: -0.77 0.75